The following is a DFT calculation (ωB97M-V/def2-TZVPD) of a 2-piece molecular cluster, C23H20N4O3 overall in a non-equilibrium geometry.

E_LUMO = -1.730 eV
HOMO-LUMO gap = 5.48 eV
molecular weight = 400.4 g mol⁻¹
electronic energy = -1333.219220 Eh
HOMO level = -7.21 eV

```
50
C23H20N4O3, DFT ωB97M-V/def2-TZVPD
C -3.66 -3.27 0.61
N -2.87 -2.11 0.25
C -1.51 -2.04 0.28
C -1.11 -0.73 -0.07
C 0.20 -0.23 -0.10
C 0.58 0.83 -0.93
C -0.08 1.42 -2.04
N 0.53 2.61 -2.34
C 0.06 3.56 -3.32
C 1.62 2.82 -1.49
C 1.70 1.72 -0.61
C 2.58 1.73 0.45
C 3.41 2.85 0.62
C 3.31 3.96 -0.24
C 2.39 3.97 -1.31
C -2.34 0.02 -0.32
C -3.41 -0.88 -0.13
C -4.74 -0.50 -0.17
C -5.02 0.85 -0.43
C -3.96 1.77 -0.59
C -2.62 1.36 -0.51
H -4.70 -2.95 0.68
H -3.57 -4.06 -0.15
H -3.32 -3.69 1.57
H -0.88 -2.87 0.58
H 0.94 -0.56 0.63
H -0.94 1.07 -2.60
H 0.70 4.44 -3.27
H 0.11 3.13 -4.33
H -0.98 3.86 -3.12
H 2.63 0.85 1.09
H 4.13 2.84 1.43
H 3.95 4.82 -0.07
H 2.25 4.82 -1.96
H -5.52 -1.24 0.01
H -6.05 1.19 -0.49
H -4.18 2.81 -0.79
H -1.80 2.07 -0.61
C 1.89 -2.47 0.91
C 3.19 -1.95 1.17
O 3.77 -1.06 0.53
N 3.89 -2.51 2.27
C 3.48 -3.59 3.05
O 4.20 -4.17 3.84
N 2.15 -3.91 2.83
C 1.32 -3.43 1.79
O 0.18 -3.92 1.74
H 1.41 -2.28 -0.05
H 4.86 -2.26 2.37
H 1.81 -4.71 3.35
```

Atom charges from the Löwdin analysis, given in e for atoms 1 to 6: 0.010 -0.062 0.083 -0.109 0.097 -0.112

***

The following is a DFT calculation (ωB97M-V/def2-TZVPD) of C39H44ClFN4O6RuS as an isolated structure in a non-equilibrium geometry.

E_LUMO (spin up / spin down) = -3.593 / -2.916 eV
HOMO-LUMO gap (spin up / spin down) = 6.25 / 6.93 eV
multiplicity = 2
molecular weight = 852.4 g mol⁻¹
electronic energy = -3235.849369 Eh
charge = +1
HOMO level (spin up / spin down) = -9.84 / -9.84 eV

```
97
C39H44ClFN4O6RuS, DFT ωB97M-V/def2-TZVPD
Ru 0.11 -0.74 0.99
O 2.65 -3.68 2.63
S 1.96 -3.15 1.50
O 2.45 -1.87 0.99
N 0.41 -2.80 1.72
C -0.57 -3.58 2.26
C -0.46 -4.90 2.64
C -1.57 -5.57 3.18
C -2.78 -4.94 3.35
C -2.92 -3.59 2.97
C -4.13 -2.86 3.08
C -4.17 -1.55 2.69
C -3.00 -0.95 2.19
N -1.87 -1.60 2.06
C -1.81 -2.90 2.43
C 2.06 -4.32 0.16
C 1.33 -4.07 -0.99
C 1.39 -4.97 -2.04
C 2.17 -6.11 -1.92
C 2.90 -6.35 -0.77
C 2.85 -5.45 0.29
H 0.48 -5.41 2.53
H -1.47 -6.60 3.48
H -3.63 -5.46 3.76
H -5.01 -3.35 3.48
H -5.07 -0.96 2.77
H -2.99 0.09 1.88
H 0.71 -3.17 -1.04
H 0.82 -4.79 -2.94
H 2.21 -6.82 -2.74
H 3.50 -7.24 -0.68
H 3.41 -5.61 1.20
C -1.37 -1.84 -3.47
C -2.14 -2.80 -2.56
C -2.05 -2.10 -1.21
O -0.73 -1.57 -1.19
C -0.47 -1.04 -2.51
H -2.06 -1.16 -3.97
H -0.79 -2.36 -4.23
H -1.63 -3.77 -2.50
H -3.16 -2.96 -2.87
H -2.17 -2.76 -0.35
H -2.78 -1.28 -1.16
H 0.60 -1.18 -2.70
H -0.72 0.02 -2.52
F 4.44 4.28 1.75
C 3.45 3.42 2.07
C 3.76 2.27 2.78
C 2.76 1.36 3.03
C 1.43 1.58 2.59
C 0.38 0.68 2.92
C 1.17 2.78 1.89
C 2.16 3.70 1.63
H 4.77 2.12 3.13
H 2.98 0.46 3.59
H -0.64 1.05 2.85
H 0.58 -0.12 3.62
H 0.15 2.97 1.56
H 1.96 4.62 1.10
C -2.04 6.24 1.24
C -2.22 5.95 -0.22
C -2.05 6.92 -1.19
C -2.26 6.63 -2.53
Cl -2.05 7.86 -3.72
C -2.65 5.36 -2.91
C -2.80 4.36 -1.95
C -2.59 4.65 -0.61
O -2.70 3.75 0.40
C -3.17 2.44 0.14
C -2.04 1.54 -0.45
O -2.01 1.37 -1.66
O -1.23 1.09 0.43
H -1.70 7.26 1.40
H -1.32 5.55 1.69
H -2.99 6.10 1.77
H -1.74 7.92 -0.90
H -2.82 5.13 -3.96
H -3.06 3.36 -2.27
H -4.01 2.44 -0.55
H -3.47 2.05 1.11
N 4.20 1.35 -2.33
C 3.97 0.29 -1.29
C 2.88 0.81 -0.37
N 1.67 0.95 -1.17
C 1.84 2.01 -2.14
C 2.95 1.60 -3.10
H 4.97 1.09 -2.95
H 4.46 2.21 -1.84
H 4.89 0.09 -0.75
H 3.63 -0.62 -1.78
H 3.21 1.76 0.06
H 2.73 0.09 0.43
H 0.83 1.09 -0.59
H 2.11 2.98 -1.67
H 0.92 2.15 -2.70
H 3.13 2.37 -3.85
H 2.67 0.68 -3.61
```

Atom charges from the Löwdin analysis, given in e for atoms 1 to 6: 1.238 -0.268 0.611 -0.388 -0.208 -0.264

***

The following is a DFT calculation (ωB97M-V/def2-TZVPD) of a 2-piece molecular cluster, C5H11O2 overall in a non-equilibrium geometry.

E_LUMO = 3.775 eV
HOMO-LUMO gap = 7.63 eV
molecular weight = 103.1 g mol⁻¹
electronic energy = -347.621499 Eh
charge = -1
HOMO level = -3.86 eV

```
18
C5H11O2, DFT ωB97M-V/def2-TZVPD
C -0.62 -1.21 0.85
C 0.64 -2.07 0.67
C -1.43 -1.37 2.11
H -0.27 -0.20 0.55
H -1.33 -1.22 0.00
H 0.39 -3.03 0.20
H 1.16 -1.96 1.63
H -1.89 -0.40 2.35
H -2.22 -2.13 2.09
H 1.37 -1.57 0.05
H -0.78 -1.63 2.93
C 0.42 3.01 -1.99
C 1.10 1.63 -1.84
O 1.28 0.94 -2.88
O 1.30 1.26 -0.66
H 1.15 3.66 -2.49
H 0.24 3.39 -1.00
H -0.50 2.89 -2.57
```

Atom charges from the Löwdin analysis, given in e for atoms 1 to 6: -0.349 -0.117 -0.145 0.086 0.105 0.064

***

The following is a DFT calculation (ωB97M-V/def2-TZVPD) of C31H46P2Ti as an isolated structure in a non-equilibrium geometry.

E_LUMO (spin up / spin down) = -3.580 / -3.552 eV
HOMO-LUMO gap (spin up / spin down) = 6.57 / 6.59 eV
multiplicity = 2
molecular weight = 528.5 g mol⁻¹
electronic energy = -2740.571684 Eh
charge = +1
HOMO level (spin up / spin down) = -10.15 / -10.14 eV

```
80
C31H46P2Ti, DFT ωB97M-V/def2-TZVPD
Ti 0.70 -1.29 -0.31
C -0.73 -1.88 1.79
C -0.28 -2.95 0.91
C 1.47 -2.34 2.34
C 0.34 -1.55 2.67
C 1.10 -3.25 1.30
C -2.11 -1.36 1.86
H -2.63 -1.44 0.89
H -2.10 -0.31 2.17
H -2.71 -1.93 2.59
C 0.32 -0.44 3.67
H -0.70 -0.22 4.03
H 0.74 0.47 3.22
H 0.95 -0.70 4.53
C 2.83 -2.15 2.90
H 2.81 -1.89 3.97
H 3.33 -1.32 2.38
H 3.44 -3.04 2.74
C 1.82 -4.52 1.03
H 2.49 -4.76 1.86
H 2.42 -4.45 0.12
H 1.11 -5.34 0.91
C -1.12 -3.72 -0.05
H -0.70 -4.72 -0.25
H -1.25 -3.21 -1.03
H -2.12 -3.86 0.37
C -4.38 3.99 -0.88
C -5.20 3.53 -1.85
C -4.91 2.62 -3.00
C -3.50 1.96 -3.01
C -3.49 0.92 -1.95
C -3.65 1.21 -0.65
C -2.77 2.24 0.02
C -2.96 3.64 -0.58
H -4.96 3.18 -3.95
H -2.76 2.77 -2.84
H -5.69 1.82 -3.01
H -2.28 3.80 -1.42
H -4.80 4.73 -0.18
H -6.24 3.85 -1.85
H -2.65 4.36 0.19
H -3.00 2.26 1.10
H -4.07 0.42 0.03
H -1.70 1.96 -0.05
H -3.29 1.55 -4.01
H -3.23 -0.12 -2.23
P -0.19 -0.01 -2.07
C 0.04 1.79 -2.65
C -0.86 -0.51 -3.78
P 1.82 -2.28 -1.91
C 1.59 -0.45 -2.26
C 1.50 -3.11 -3.46
C 3.61 -2.19 -1.60
H 0.14 2.45 -1.78
H -0.79 2.14 -3.28
H 0.97 1.87 -3.26
H -0.28 0.01 -4.56
H -1.91 -0.20 -3.86
H -0.81 -1.59 -3.98
H 4.02 -2.21 -2.62
H 3.91 -3.04 -0.98
H 3.82 -1.24 -1.08
H 2.23 0.19 -1.61
H 1.83 -0.44 -3.35
H 1.08 -4.09 -3.19
H 2.47 -3.22 -3.95
H 0.79 -2.60 -4.12
C 1.78 0.14 0.62
C 2.28 0.94 1.44
C 2.82 1.79 2.41
C 2.05 2.85 2.98
C 2.51 3.53 4.09
C 3.75 3.22 4.68
C 4.55 2.23 4.08
C 4.12 1.55 2.95
H 1.09 3.10 2.52
H 1.89 4.31 4.55
H 4.07 3.72 5.59
H 5.51 1.97 4.52
H 4.75 0.80 2.47
```

Atom charges from the Löwdin analysis, given in e for atoms 1 to 6: 0.505 -0.253 -0.368 -0.216 -0.199 -0.276

***

The following is a DFT calculation (ωB97M-V/def2-TZVPD) of C12H30BrMnN2O4 as an isolated structure in a non-equilibrium geometry.

E_LUMO (spin up / spin down) = -7.836 / -7.771 eV
HOMO-LUMO gap (spin up / spin down) = 3.01 / 3.11 eV
multiplicity = 6
molecular weight = 401.2 g mol⁻¹
electronic energy = -4610.267670 Eh
charge = +1
HOMO level (spin up / spin down) = -10.85 / -10.88 eV

```
50
C12H30BrMnN2O4, DFT ωB97M-V/def2-TZVPD
Mn 0.33 5.12 -1.63
Br -0.68 2.86 -1.05
C -5.40 1.81 2.14
O -4.15 2.05 1.52
C -3.11 2.04 2.48
C -2.78 0.68 3.07
N -2.48 -0.36 2.05
C -1.11 -0.14 1.48
C -0.63 -1.35 0.70
O -0.66 -2.51 1.53
C 0.05 -3.56 0.91
H -6.18 2.03 1.41
H -5.58 2.49 2.98
H -5.56 0.78 2.43
H -3.30 2.78 3.27
H -2.20 2.40 1.98
H -3.65 0.31 3.63
H -1.95 0.83 3.75
H -3.03 -0.05 1.25
H -0.40 0.17 2.25
H -1.16 0.70 0.77
H 0.41 -1.15 0.42
H -1.26 -1.56 -0.17
H -0.46 -3.87 -0.01
H 0.05 -4.40 1.61
H 1.10 -3.33 0.68
C 1.78 -2.98 -5.11
O 1.78 -1.64 -4.69
C 1.86 -1.48 -3.29
C 1.57 -0.02 -3.00
N 1.66 0.34 -1.60
C 3.02 0.39 -1.09
C 3.14 0.66 0.40
O 2.71 2.00 0.67
C 2.36 2.16 2.02
H 2.08 -3.00 -6.16
H 0.78 -3.41 -5.02
H 2.51 -3.60 -4.57
H 2.90 -1.72 -3.05
H 1.19 -2.12 -2.71
H 0.51 0.15 -3.23
H 2.20 0.56 -3.69
H 1.03 1.05 -1.30
H 3.59 1.17 -1.62
H 3.56 -0.54 -1.28
H 4.20 0.62 0.65
H 2.62 -0.09 1.00
H 1.94 3.16 2.17
H 3.23 2.11 2.68
H 1.58 1.46 2.35
```

Atom charges from the Löwdin analysis, given in e for atoms 1 to 6: 1.069 0.111 -0.110 -0.192 -0.245 -0.204

***

The following is a DFT calculation (ωB97M-V/def2-TZVPD) of a 3-piece molecular cluster, C33H55F5N3O7 overall in a non-equilibrium geometry.

E_LUMO = -3.586 eV
HOMO-LUMO gap = 7.62 eV
molecular weight = 700.8 g mol⁻¹
electronic energy = -2480.267878 Eh
charge = +1
HOMO level = -11.21 eV

```
103
C33H55F5N3O7, DFT ωB97M-V/def2-TZVPD
C -1.70 -4.20 1.10
C -1.55 -3.56 -0.33
C -1.46 -4.53 -1.45
C -1.32 -4.09 -2.86
C -1.31 -2.64 -3.11
C -1.42 -1.67 -1.98
C -1.51 -2.09 -0.57
C -1.58 -1.12 0.66
C -1.41 0.41 0.29
C -2.92 1.00 0.38
C -3.12 2.35 -0.43
C -4.40 3.16 0.04
C -5.65 2.22 -0.16
O -6.45 2.11 0.74
O -5.88 1.53 -1.38
N -3.44 1.00 1.75
C -2.53 1.51 2.78
C -3.11 0.98 4.18
C -4.47 1.69 4.59
O -5.50 0.69 4.50
C -4.36 2.05 6.14
F -3.98 0.94 6.88
F -3.32 2.96 6.27
F -5.55 2.52 6.62
C -1.02 1.00 2.72
C -0.18 2.05 3.61
C 0.89 1.36 4.56
C 2.28 2.10 4.33
C 2.38 3.46 5.17
C 3.53 1.22 4.80
N -0.60 1.22 1.26
N 0.79 1.25 1.06
C 1.24 2.11 -0.01
O 2.37 2.44 -0.03
F 0.41 2.63 -0.98
C 1.50 0.00 1.16
O 2.09 -0.41 0.22
F 1.50 -0.81 2.28
H -1.37 -5.28 1.05
H -1.19 -3.63 1.92
H -2.81 -4.24 1.35
H -1.49 -5.64 -1.29
H -1.21 -4.77 -3.74
H -1.21 -2.23 -4.15
H -1.42 -0.60 -2.27
H -0.81 -1.50 1.40
H -2.58 -1.34 1.16
H -1.01 0.59 -0.73
H -3.53 0.22 -0.18
H -2.19 3.00 -0.40
H -3.25 2.05 -1.51
H -4.25 3.45 1.11
H -4.48 4.06 -0.65
H -6.34 2.20 -1.93
H -3.89 0.12 2.01
H -2.49 2.65 2.80
H -2.32 1.09 4.98
H -3.29 -0.12 4.05
H -4.71 2.59 3.96
H -6.08 0.87 3.74
H -0.85 -0.04 3.07
H -0.93 2.57 4.29
H 0.24 2.89 2.98
H 0.94 0.25 4.48
H 0.60 1.59 5.63
H 2.43 2.43 3.25
H 1.40 4.01 5.22
H 3.13 4.17 4.71
H 2.78 3.26 6.21
H 3.77 1.40 5.89
H 3.43 0.13 4.54
H 4.42 1.66 4.24
H -0.91 2.20 1.10
C 5.53 5.39 -3.02
C 5.22 4.45 -4.18
O 5.70 3.13 -3.98
C 5.19 2.44 -2.86
C 3.68 2.26 -2.88
H 6.61 5.43 -2.84
H 5.18 6.40 -3.24
H 5.06 5.06 -2.09
H 5.71 4.83 -5.08
H 4.15 4.44 -4.39
H 5.52 2.92 -1.93
H 5.66 1.45 -2.87
H 3.16 3.22 -2.86
H 3.35 1.69 -2.01
H 3.37 1.74 -3.79
C 1.53 -8.19 -6.37
C 1.18 -6.75 -6.71
O 0.82 -5.97 -5.58
C 1.80 -5.84 -4.56
C 3.09 -5.19 -5.03
H 0.69 -8.67 -5.87
H 1.76 -8.75 -7.28
H 2.39 -8.26 -5.71
H 0.32 -6.74 -7.38
H 2.01 -6.26 -7.25
H 1.99 -6.82 -4.09
H 1.35 -5.22 -3.78
H 3.58 -5.78 -5.80
H 3.78 -5.08 -4.19
H 2.89 -4.21 -5.45
```

Atom charges from the Löwdin analysis, given in e for atoms 1 to 6: -0.067 -0.183 -0.022 -0.055 -0.059 -0.038

***

What did the first record say?
The following is a DFT calculation (ωB97M-V/def2-TZVPD) of a 2-piece molecular cluster, C23H20N4O3 overall in a non-equilibrium geometry.

E_LUMO = -1.730 eV
HOMO-LUMO gap = 5.48 eV
molecular weight = 400.4 g mol⁻¹
electronic energy = -1333.219220 Eh
HOMO level = -7.21 eV

```
50
C23H20N4O3, DFT ωB97M-V/def2-TZVPD
C -3.66 -3.27 0.61
N -2.87 -2.11 0.25
C -1.51 -2.04 0.28
C -1.11 -0.73 -0.07
C 0.20 -0.23 -0.10
C 0.58 0.83 -0.93
C -0.08 1.42 -2.04
N 0.53 2.61 -2.34
C 0.06 3.56 -3.32
C 1.62 2.82 -1.49
C 1.70 1.72 -0.61
C 2.58 1.73 0.45
C 3.41 2.85 0.62
C 3.31 3.96 -0.24
C 2.39 3.97 -1.31
C -2.34 0.02 -0.32
C -3.41 -0.88 -0.13
C -4.74 -0.50 -0.17
C -5.02 0.85 -0.43
C -3.96 1.77 -0.59
C -2.62 1.36 -0.51
H -4.70 -2.95 0.68
H -3.57 -4.06 -0.15
H -3.32 -3.69 1.57
H -0.88 -2.87 0.58
H 0.94 -0.56 0.63
H -0.94 1.07 -2.60
H 0.70 4.44 -3.27
H 0.11 3.13 -4.33
H -0.98 3.86 -3.12
H 2.63 0.85 1.09
H 4.13 2.84 1.43
H 3.95 4.82 -0.07
H 2.25 4.82 -1.96
H -5.52 -1.24 0.01
H -6.05 1.19 -0.49
H -4.18 2.81 -0.79
H -1.80 2.07 -0.61
C 1.89 -2.47 0.91
C 3.19 -1.95 1.17
O 3.77 -1.06 0.53
N 3.89 -2.51 2.27
C 3.48 -3.59 3.05
O 4.20 -4.17 3.84
N 2.15 -3.91 2.83
C 1.32 -3.43 1.79
O 0.18 -3.92 1.74
H 1.41 -2.28 -0.05
H 4.86 -2.26 2.37
H 1.81 -4.71 3.35
```

Atom charges from the Löwdin analysis, given in e for atoms 1 to 6: 0.010 -0.062 0.083 -0.109 0.097 -0.112

***

Q: Look up the molecular weight of the sixth one.
A: 700.8 g mol⁻¹

***

Q: What is the electronic energy in the third record?
A: -347.621499 Eh

***

Repeat the second record exactly.
The following is a DFT calculation (ωB97M-V/def2-TZVPD) of C39H44ClFN4O6RuS as an isolated structure in a non-equilibrium geometry.

E_LUMO (spin up / spin down) = -3.593 / -2.916 eV
HOMO-LUMO gap (spin up / spin down) = 6.25 / 6.93 eV
multiplicity = 2
molecular weight = 852.4 g mol⁻¹
electronic energy = -3235.849369 Eh
charge = +1
HOMO level (spin up / spin down) = -9.84 / -9.84 eV

```
97
C39H44ClFN4O6RuS, DFT ωB97M-V/def2-TZVPD
Ru 0.11 -0.74 0.99
O 2.65 -3.68 2.63
S 1.96 -3.15 1.50
O 2.45 -1.87 0.99
N 0.41 -2.80 1.72
C -0.57 -3.58 2.26
C -0.46 -4.90 2.64
C -1.57 -5.57 3.18
C -2.78 -4.94 3.35
C -2.92 -3.59 2.97
C -4.13 -2.86 3.08
C -4.17 -1.55 2.69
C -3.00 -0.95 2.19
N -1.87 -1.60 2.06
C -1.81 -2.90 2.43
C 2.06 -4.32 0.16
C 1.33 -4.07 -0.99
C 1.39 -4.97 -2.04
C 2.17 -6.11 -1.92
C 2.90 -6.35 -0.77
C 2.85 -5.45 0.29
H 0.48 -5.41 2.53
H -1.47 -6.60 3.48
H -3.63 -5.46 3.76
H -5.01 -3.35 3.48
H -5.07 -0.96 2.77
H -2.99 0.09 1.88
H 0.71 -3.17 -1.04
H 0.82 -4.79 -2.94
H 2.21 -6.82 -2.74
H 3.50 -7.24 -0.68
H 3.41 -5.61 1.20
C -1.37 -1.84 -3.47
C -2.14 -2.80 -2.56
C -2.05 -2.10 -1.21
O -0.73 -1.57 -1.19
C -0.47 -1.04 -2.51
H -2.06 -1.16 -3.97
H -0.79 -2.36 -4.23
H -1.63 -3.77 -2.50
H -3.16 -2.96 -2.87
H -2.17 -2.76 -0.35
H -2.78 -1.28 -1.16
H 0.60 -1.18 -2.70
H -0.72 0.02 -2.52
F 4.44 4.28 1.75
C 3.45 3.42 2.07
C 3.76 2.27 2.78
C 2.76 1.36 3.03
C 1.43 1.58 2.59
C 0.38 0.68 2.92
C 1.17 2.78 1.89
C 2.16 3.70 1.63
H 4.77 2.12 3.13
H 2.98 0.46 3.59
H -0.64 1.05 2.85
H 0.58 -0.12 3.62
H 0.15 2.97 1.56
H 1.96 4.62 1.10
C -2.04 6.24 1.24
C -2.22 5.95 -0.22
C -2.05 6.92 -1.19
C -2.26 6.63 -2.53
Cl -2.05 7.86 -3.72
C -2.65 5.36 -2.91
C -2.80 4.36 -1.95
C -2.59 4.65 -0.61
O -2.70 3.75 0.40
C -3.17 2.44 0.14
C -2.04 1.54 -0.45
O -2.01 1.37 -1.66
O -1.23 1.09 0.43
H -1.70 7.26 1.40
H -1.32 5.55 1.69
H -2.99 6.10 1.77
H -1.74 7.92 -0.90
H -2.82 5.13 -3.96
H -3.06 3.36 -2.27
H -4.01 2.44 -0.55
H -3.47 2.05 1.11
N 4.20 1.35 -2.33
C 3.97 0.29 -1.29
C 2.88 0.81 -0.37
N 1.67 0.95 -1.17
C 1.84 2.01 -2.14
C 2.95 1.60 -3.10
H 4.97 1.09 -2.95
H 4.46 2.21 -1.84
H 4.89 0.09 -0.75
H 3.63 -0.62 -1.78
H 3.21 1.76 0.06
H 2.73 0.09 0.43
H 0.83 1.09 -0.59
H 2.11 2.98 -1.67
H 0.92 2.15 -2.70
H 3.13 2.37 -3.85
H 2.67 0.68 -3.61
```

Atom charges from the Löwdin analysis, given in e for atoms 1 to 6: 1.238 -0.268 0.611 -0.388 -0.208 -0.264